The following is a quantum chemistry calculation of a 14-piece molecular cluster, C27H82O14 overall at a distorted geometry, from the Open Molecules 2025 dataset.

XYZ file:
```
123
Properties=species:S:1:pos:R:3:forces:R:3
O -13.6668 -8.7947 -2.4149 -0.3 -0.9 0.3
H -14.1366 -8.5055 -3.1972 -0.2 0.2 -0.3
H -13.2436 -8.0030 -2.0827 0.1 0.2 0.3
O -13.6059 -4.2912 -1.7177 -0.4 0.5 -0.1
H -13.3012 -4.4087 -0.8179 0.0 -0.1 0.2
H -13.0192 -4.8357 -2.2427 0.6 -0.4 -0.1
O -11.4621 -8.6881 -4.3975 1.2 0.0 0.2
H -11.8784 -9.3554 -3.8520 -0.3 -0.2 0.3
H -12.1911 -8.1794 -4.7525 -0.6 0.3 -0.1
O -12.0700 -6.6686 -2.1030 -0.1 0.8 0.3
H -11.3075 -6.3636 -1.6114 0.2 0.0 0.3
H -11.7012 -7.1276 -2.8577 0.4 -0.6 -0.8
O -15.3116 -5.6346 -3.4621 -0.2 -0.2 -0.5
H -14.8162 -5.2482 -2.7399 0.2 0.4 0.7
H -16.2205 -5.3904 -3.2873 -0.2 0.0 -0.1
C -19.0927 -5.9985 -9.6010 -0.3 -0.2 0.5
C -18.1156 -6.4229 -8.5106 -0.1 -0.3 -0.4
C -18.6065 -7.4935 -7.5654 -0.4 0.2 1.1
O -16.9220 -6.8375 -9.0701 2.1 0.0 -0.8
H -20.0430 -5.8986 -9.0766 -0.2 0.9 -0.4
H -19.2980 -6.6955 -10.4135 0.4 -0.6 0.2
H -18.6856 -5.1193 -10.1002 -0.5 0.3 0.3
H -17.7959 -5.5135 -8.0018 -0.6 0.2 0.6
H -19.2758 -7.0946 -6.8032 -0.5 0.1 -0.3
H -17.8174 -7.8986 -6.9319 0.4 0.0 -0.4
H -19.0864 -8.3313 -8.0711 -0.1 0.1 -0.1
H -16.9362 -7.7654 -9.3156 -0.1 -0.5 -0.2
C -9.7075 -10.0389 -6.6523 0.7 -0.6 1.3
C -9.9332 -11.5698 -6.4830 -1.1 2.4 2.9
C -11.2640 -11.8420 -5.7614 -0.9 -0.2 0.8
O -10.1171 -12.1056 -7.6803 0.0 -2.3 -4.4
H -8.9357 -9.8609 -7.4011 -0.1 0.0 -0.3
H -9.3234 -9.6097 -5.7269 -0.1 0.0 0.1
H -10.6361 -9.5008 -6.8429 0.0 -0.2 -0.3
H -9.1131 -12.0753 -5.9730 0.3 0.2 0.1
H -11.3748 -11.8692 -4.6774 0.8 0.7 0.3
H -11.6703 -12.8311 -5.9728 0.4 -0.2 -0.7
H -11.9952 -11.1256 -6.1358 -0.1 0.0 0.0
H -10.2109 -11.4640 -8.3882 0.1 0.1 0.2
C -11.6692 -3.6767 -6.3020 -1.2 -0.3 1.4
C -10.1943 -3.4654 -6.3322 0.5 -0.4 -0.8
C -9.5941 -3.9789 -7.6452 0.9 0.2 0.7
O -10.0129 -2.0751 -6.1798 0.9 0.7 0.0
H -12.0206 -3.0316 -5.4967 -0.3 0.4 -0.2
H -12.0638 -4.6312 -5.9538 0.4 -0.5 -0.5
H -12.1401 -3.4066 -7.2472 0.0 0.0 -0.1
H -9.6086 -3.8999 -5.5220 -0.5 -0.2 0.3
H -9.6957 -3.1884 -8.3888 -0.4 -0.4 -0.3
H -9.9859 -4.9632 -7.9015 -0.3 0.3 -0.4
H -8.5223 -4.1361 -7.5239 0.2 0.1 0.0
H -10.5376 -1.6448 -6.8589 -0.1 0.2 -0.1
C -17.4433 -11.6829 -7.2233 -1.2 1.4 0.6
C -16.6459 -12.9199 -7.3635 1.0 -0.4 -3.6
C -15.3736 -12.8405 -8.2961 -0.6 -0.7 0.0
O -16.4038 -13.4619 -6.1503 0.8 -0.3 2.9
H -17.5860 -11.0511 -8.1000 0.3 -0.4 -0.3
H -17.1168 -10.9938 -6.4444 0.7 0.0 0.0
H -18.4394 -11.9407 -6.8636 -0.2 -0.1 -0.3
H -17.2864 -13.6442 -7.8668 -0.3 0.0 -0.7
H -15.6696 -12.6893 -9.3342 -0.2 0.8 0.0
H -14.9603 -13.8390 -8.4385 0.1 -0.4 0.6
H -14.5255 -12.2129 -8.0226 -0.4 0.3 0.2
H -15.9133 -14.2839 -6.2236 0.0 0.0 -0.1
C -16.7280 -12.0123 -3.0864 -1.0 -0.3 0.6
C -18.2028 -11.5759 -3.2820 1.6 2.1 -1.1
C -18.2803 -10.0090 -3.4090 -1.1 -0.3 2.1
O -18.6759 -12.0448 -4.4941 -0.3 -1.4 -1.2
H -16.2382 -11.5267 -2.2423 -0.1 0.0 0.1
H -16.1124 -11.8392 -3.9691 -0.2 0.0 -0.1
H -16.8279 -13.0796 -2.8891 0.7 -0.2 -0.1
H -18.8254 -12.0750 -2.5394 -0.1 0.9 0.5
H -17.5370 -9.4083 -3.9331 0.7 -0.8 0.1
H -18.3264 -9.7206 -2.3588 0.3 0.8 0.1
H -19.2087 -9.6319 -3.8381 -0.4 -0.6 0.0
H -17.8960 -12.0477 -5.0539 -0.2 -0.4 -0.3
C -12.7284 -5.6913 -11.4015 -0.4 0.7 0.9
C -12.0017 -4.7823 -10.3103 0.9 -0.2 -2.4
C -10.8229 -4.1028 -11.0110 0.6 -0.1 0.2
O -12.8216 -3.7293 -9.8015 0.3 -1.2 -0.6
H -13.7378 -5.9171 -11.0577 -0.2 0.1 0.0
H -12.3081 -6.6646 -11.6548 0.6 0.1 0.5
H -12.8001 -5.1819 -12.3625 -0.1 0.4 0.1
H -11.5981 -5.3908 -9.5010 -0.2 -0.2 0.2
H -10.1705 -4.7601 -11.5858 -0.2 -0.6 0.1
H -10.1626 -3.6749 -10.2567 -0.2 0.4 -0.2
H -11.1427 -3.3691 -11.7509 -0.3 0.3 0.4
H -13.6096 -4.2291 -9.5759 -0.9 0.4 0.6
C -16.6032 -2.6840 -9.1031 1.9 0.5 0.8
C -15.5667 -3.2314 -7.9930 -1.0 0.0 -0.7
C -16.0482 -3.2567 -6.5556 -1.0 1.4 -0.3
O -15.1660 -4.5036 -8.3988 1.0 -1.4 -0.4
H -16.4019 -1.6220 -9.2432 -0.2 0.2 0.0
H -17.6813 -2.7823 -8.9759 0.1 -0.4 0.5
H -16.2857 -3.1518 -10.0350 -0.2 -0.1 0.0
H -14.6192 -2.6926 -7.9986 -0.2 0.5 -0.5
H -15.6506 -4.0478 -5.9198 0.0 0.0 -0.3
H -17.1358 -3.2049 -6.6052 -0.2 -0.7 0.5
H -15.8191 -2.2810 -6.1271 0.3 0.0 0.3
H -15.8717 -5.1543 -8.4123 -0.3 -0.2 -0.1
C -16.3140 -8.3207 -12.2380 0.2 -0.4 0.3
C -15.8806 -9.4156 -11.2244 0.4 1.0 -0.7
C -14.5170 -9.0936 -10.6160 0.2 -0.2 0.1
O -16.8283 -9.5578 -10.1584 0.3 0.4 0.5
H -16.2006 -7.2830 -11.9246 -0.2 -0.1 0.8
H -17.3620 -8.4980 -12.4798 0.0 0.1 -0.4
H -15.6776 -8.3239 -13.1229 -0.2 -0.6 -0.2
H -15.8356 -10.3799 -11.7307 0.1 0.0 -0.2
H -13.7337 -8.7951 -11.3128 -0.4 0.0 -0.6
H -14.0729 -9.9688 -10.1416 -0.3 0.0 0.5
H -14.5806 -8.2440 -9.9362 -0.2 -0.2 0.3
H -17.6787 -9.8585 -10.4871 0.0 0.0 -0.3
C -13.0919 -7.2728 -7.2213 1.0 0.4 0.9
C -14.2229 -7.3499 -6.1852 -0.2 -1.3 -0.3
C -15.0491 -8.6537 -6.1774 0.1 0.9 -0.8
O -13.7027 -7.3018 -4.8503 0.6 0.2 -0.3
H -12.3092 -6.7821 -6.6429 0.4 0.2 -0.2
H -13.2319 -6.5978 -8.0656 -0.6 -0.3 -0.1
H -12.6171 -8.2033 -7.5325 -0.5 -0.3 -0.1
H -14.8510 -6.4795 -6.3749 -0.3 -0.1 0.2
H -15.4782 -8.7547 -7.1742 -0.6 -0.1 0.1
H -15.7592 -8.5387 -5.3584 -0.4 -0.2 -0.4
H -14.5055 -9.5828 -6.0064 0.6 0.3 0.2
H -13.9743 -6.4971 -4.4029 -0.4 0.2 0.0
```
Forces are in eV/Å.

Computed properties:
Multiplicity = 1
Total charge = 0
Energy = -57991.534 eV
ΔE to the lowest compared entry with this formula, charge and spin = 67.42 kcal/mol
LUMO level = 0.19 eV


The following is a quantum chemistry calculation of a 15-piece molecular cluster, C27H84N4O15 overall at a distorted geometry, from the Open Molecules 2025 dataset.

XYZ file:
```
130
Properties=species:S:1:pos:R:3:forces:R:3
C -0.9712 2.0341 3.6079 -0.5 -0.6 -0.1
O -2.1242 2.7491 3.2869 -1.1 1.0 -0.7
H -0.4252 2.5241 4.3869 0.2 0.4 0.6
H -0.3832 2.0501 2.7309 1.4 -0.5 -0.9
H -1.1802 1.0051 3.9099 0.1 0.1 0.1
H -2.4702 2.5131 2.3749 0.4 -0.2 1.7
C -1.0522 4.9391 0.0459 0.6 0.2 0.1
O -0.8882 3.7651 0.8329 -0.6 -0.1 0.8
H -1.4242 5.7571 0.6389 -0.6 0.3 0.2
H -1.7142 4.7261 -0.8021 0.5 0.3 0.1
H -0.0322 5.2591 -0.1851 -0.2 0.1 -1.0
H -1.2052 3.9551 1.7349 0.0 -0.3 -0.1
C 2.4248 0.6161 -3.3911 -0.3 -3.3 -1.4
O 3.4458 -0.3739 -3.5071 2.8 3.2 0.6
H 1.9118 0.2751 -2.4891 -1.1 0.8 -0.5
H 1.9228 0.5751 -4.4031 -0.5 0.4 1.5
H 2.8508 1.5521 -3.2591 0.9 1.7 0.4
H 3.0598 -1.1939 -3.6161 -1.6 -2.5 -0.6
C 1.8548 4.2211 2.5729 2.4 -1.8 -0.1
O 1.7778 3.8321 1.2279 0.6 0.0 -0.4
H 2.0148 5.2421 2.6559 0.6 2.1 0.3
H 2.6838 3.6521 3.0829 -0.6 0.7 -0.6
H 0.9968 3.9871 3.0919 -2.2 -0.6 1.2
H 0.8628 3.9541 0.9709 -0.5 -0.4 -0.3
C 2.1538 0.4581 3.1939 -0.8 2.9 -0.8
O 1.7738 0.0241 4.4159 -1.6 -1.3 3.2
H 2.0058 1.5541 3.1919 0.2 -0.4 -0.8
H 1.5898 0.0171 2.3959 -0.4 -0.2 -0.3
H 3.1498 0.2311 3.1379 2.8 -0.3 -1.3
H 2.3058 0.5021 5.0679 -0.4 -0.4 -0.1
C 3.6358 -2.5819 -0.9921 2.5 0.3 -0.9
O 3.1648 -3.6709 -1.7531 -2.0 2.2 -1.0
H 4.2838 -1.9379 -1.5661 0.2 0.1 -1.0
H 4.3578 -2.8799 -0.2431 -0.6 -0.3 0.9
H 2.9058 -1.8889 -0.7091 -1.6 0.4 1.1
H 3.5738 -4.4029 -1.4041 1.4 -2.8 1.0
C 0.9698 -2.1209 -5.6471 -0.8 0.4 -0.3
O 1.4838 -1.9719 -4.3581 2.0 0.3 -0.5
H 1.5748 -2.7979 -6.2211 0.3 -0.3 -0.2
H 0.7438 -1.2229 -6.2641 0.9 0.1 0.7
H -0.0022 -2.5049 -5.5191 -1.3 -1.1 -0.3
H 0.8258 -2.0079 -3.6831 -1.1 0.3 0.3
C -4.2442 0.9991 1.4299 -6.1 -3.9 4.0
O -5.3172 0.9371 2.2889 5.4 0.6 -4.8
N -3.7612 -0.0539 0.7249 -0.9 -1.0 0.5
N -3.6002 2.0771 1.1439 -1.4 6.5 1.5
H -4.2432 -0.8969 1.0219 0.5 -0.1 -0.4
H -2.7922 -0.0949 0.2839 -1.5 -0.1 0.6
H -4.1932 2.9701 1.3509 1.9 -2.1 -0.7
H -2.8572 2.0941 0.5029 0.7 0.2 -1.2
C -0.7802 -3.6449 -0.5051 -6.5 1.6 5.7
O -1.7492 -3.2229 0.3299 3.7 -1.6 -3.8
N 0.4418 -3.6249 -0.1681 3.6 2.3 4.5
N -1.0732 -4.1569 -1.6581 -3.0 -1.9 -4.6
H 0.5168 -3.0739 0.7679 0.5 -1.5 -2.1
H 1.2578 -3.6689 -0.7501 0.2 -0.2 -0.5
H -2.0722 -4.3799 -1.8581 1.4 0.4 0.4
H -0.4132 -4.6039 -2.2751 0.2 -0.2 0.4
C -1.6602 -1.4799 2.8569 1.9 -0.5 -2.0
C -2.3452 -1.5539 4.1439 -0.2 9.2 -1.6
C -3.6102 -0.7239 3.9859 1.5 1.4 -1.4
O -2.8002 -2.6099 4.5899 -4.5 -9.4 2.5
H -0.8632 -2.2509 2.8149 -0.4 0.2 -0.3
H -1.1562 -0.5099 2.6089 -0.5 -0.7 0.7
H -2.3742 -1.6209 2.0549 0.2 -0.5 -0.2
H -1.7052 -1.2379 4.9079 1.6 2.2 1.2
H -3.1982 0.2391 3.6819 -0.9 0.4 -0.2
H -4.1762 -0.5799 4.8719 -0.6 -0.2 0.7
H -4.1882 -1.1799 3.1489 0.2 0.5 1.0
H -2.1382 -3.2289 4.4649 1.7 -3.0 0.1
C -4.2342 1.8151 -3.5921 1.9 1.4 1.3
C -4.1582 2.1881 -2.0991 6.0 3.6 -3.7
C -4.0582 3.7131 -1.9661 -2.3 0.8 1.8
O -5.0842 1.7541 -1.3521 -5.1 -2.9 3.6
H -5.0712 2.2811 -4.0311 -1.1 0.3 -0.6
H -4.2222 0.7791 -3.6581 -0.4 -1.9 -0.5
H -3.3092 2.1861 -4.0731 -0.5 -0.1 0.0
H -3.1722 1.8811 -1.6771 0.0 -0.4 -0.7
H -4.8782 4.2451 -2.5021 -0.2 -0.6 0.7
H -3.2572 4.2081 -2.4221 2.0 0.2 -0.4
H -4.1372 3.9551 -0.8251 0.2 -0.1 -2.1
H -4.6712 1.1571 -0.7161 -0.8 -0.4 0.1
C -3.0912 -1.7569 -2.7131 -1.4 2.1 0.9
C -1.7562 -1.6479 -3.3771 -8.8 -0.3 -6.9
C -1.7542 -0.4589 -4.2641 -0.6 1.1 -2.4
O -0.7272 -1.6759 -2.7281 10.1 -1.1 8.3
H -3.7982 -1.9669 -3.4921 -0.5 -0.5 -0.3
H -3.4732 -0.7889 -2.2841 0.6 -0.6 -0.3
H -3.1792 -2.4269 -1.8921 0.1 -1.0 0.5
H -1.7392 -2.4879 -4.0361 -0.4 -1.2 -1.3
H -2.5782 -0.5029 -5.0611 1.2 0.0 1.2
H -0.7802 -0.3579 -4.7741 -0.4 -0.1 0.1
H -1.8902 0.4571 -3.7091 -0.2 0.3 0.3
H -0.6382 -2.5789 -2.2691 -0.4 1.5 -0.6
C 0.6058 -0.4379 -0.0901 1.6 0.7 0.7
C -0.4832 0.5631 -0.3491 4.8 5.0 2.9
C -0.1992 1.7021 -1.3641 0.0 0.0 0.2
O -1.5682 -0.0229 -0.6451 -5.7 -3.7 -2.7
H 1.5168 0.0771 0.2259 0.2 0.2 -0.3
H 0.8278 -0.9729 -0.9961 0.1 -0.4 -0.4
H 0.4558 -1.1309 0.7479 -0.7 0.2 -0.4
H -0.6412 1.1811 0.5969 0.2 -0.9 -0.5
H -0.2482 1.3281 -2.3971 0.3 0.1 0.2
H 0.7888 2.0961 -1.1161 0.0 0.3 -0.4
H -0.9772 2.5111 -1.2661 0.8 -0.9 0.0
H -1.3752 -0.5959 -1.4231 -0.5 0.1 0.6
C 5.1158 2.3331 -0.7501 0.2 2.7 -0.5
C 4.1218 1.3941 -0.1741 4.7 -2.7 -3.8
C 4.9048 0.2001 0.2559 -0.3 -0.7 -0.5
O 3.4858 1.7731 0.8449 -3.8 2.9 6.3
H 4.6448 3.1611 -1.3001 -0.4 0.2 0.4
H 5.6308 1.8811 -1.5771 0.9 -0.5 0.1
H 5.7398 2.8471 0.0259 -0.1 -0.9 -0.7
H 3.4458 1.1471 -0.9301 -1.1 -0.9 -2.0
H 5.4858 -0.1609 -0.5581 0.9 -0.4 -0.4
H 4.2598 -0.5749 0.5449 -1.3 -1.3 0.2
H 5.4208 0.3581 1.1729 1.1 0.7 0.5
H 3.0178 2.5781 0.6349 -0.8 0.7 0.6
C 3.4198 -2.7979 3.8819 1.6 0.2 1.7
C 2.8168 -2.8449 2.5149 7.3 -3.6 0.4
C 2.6738 -4.2539 1.9859 -0.6 -0.6 -1.6
O 1.6518 -2.4769 2.5089 -11.5 4.4 -0.2
H 3.5208 -1.8019 4.4249 -0.5 -0.8 -1.3
H 4.4758 -3.1099 3.7349 -0.6 -0.4 0.7
H 2.7998 -3.3939 4.5629 0.6 -0.4 0.0
H 3.4538 -2.1839 1.9679 1.0 0.2 -1.5
H 1.9038 -4.9319 2.4079 0.4 1.0 0.5
H 3.5878 -4.6469 2.1349 3.2 -2.3 0.4
H 2.4908 -4.3729 0.9039 0.1 0.7 0.4
H 1.5548 -1.7249 3.0719 -0.8 1.0 0.6
```
Forces are in eV/Å.

Computed properties:
Multiplicity = 1
Total charge = 0
Energy = -66022.319 eV
ΔE to the lowest compared entry with this formula, charge and spin = 256.21 kcal/mol
LUMO level = 0.09 eV